10
Properties=species:S:1:pos:R:3:nbo_charge:R:1 method="wB97M-V/def2-TZVPD" relative_energy_kj_mol=93.8 e_lumo_ev=-0.848
O -1.01738 3.29646 -1.45347 -0.467
C -0.19706 2.41342 -1.37274 0.329
C -0.30692 1.19037 -0.59171 0.178
N -1.14985 0.50181 0.00581 -0.339
C -0.81612 -0.69504 0.51624 -0.103
C 0.52248 -0.99174 0.39306 -0.380
S 1.57117 0.17087 -0.25808 0.175
H 0.70341 2.58121 -1.92458 0.141
H -1.59998 -1.26290 0.83825 0.215
H 0.80062 -2.01691 0.74823 0.250

---

14
Properties=species:S:1:pos:R:3:nbo_charge:R:1 method="wB97M-V/def2-TZVPD" relative_energy_kj_mol=0.0 e_lumo_ev=0.237
C 1.21126 -1.37745 1.15469 -0.581
C 0.73295 -0.89378 -0.31512 -0.477
C -0.24042 0.17727 -0.34767 0.261
O -1.60679 -0.00112 0.09850 -0.484
C -2.35616 1.13595 -0.20922 0.962
O -3.49241 1.17305 0.09853 -0.549
O -1.56355 2.08244 -0.78519 -0.479
C -0.27857 1.57034 -0.92275 -0.034
I 1.22309 2.74603 -1.52066 0.268
H 2.22181 -1.66993 1.04759 0.208
H 0.77493 -2.18558 1.56937 0.211
H 1.25026 -0.59442 1.84220 0.212
H 0.46408 -1.75216 -0.93402 0.242
H 1.65953 -0.41064 -0.77625 0.241

---

59
Properties=species:S:1:pos:R:3:lowdin_spin:R:1 method="wB97M-V/def2-TZVPD" charge=+1 multiplicity=4 e_lumo_ev="-5.364 / -4.104"
Cr 0.27476 0.55366 0.55095 2.963
C 2.05661 2.46087 -2.03811 0.002
C 2.76928 1.10390 -2.05140 0.000
C 3.93504 1.12311 -1.06695 0.001
C 1.75685 0.01694 -1.81140 -0.009
C 0.84859 -0.28565 -2.83507 -0.004
C -0.03937 -1.32906 -2.72209 -0.004
C -0.09022 -2.11884 -1.56682 -0.011
C -1.05497 -3.25489 -1.50272 -0.002
C 0.80448 -1.83900 -0.54104 0.007
C 1.73461 -0.77353 -0.64475 0.000
H 2.75565 3.25116 -2.29941 0.000
H 1.65141 2.65706 -1.04543 0.001
H 1.23901 2.48067 -2.75201 0.000
H 3.17157 0.94838 -3.06049 -0.001
H 3.58888 1.34504 -0.05680 0.001
H 4.63611 1.89715 -1.36891 0.000
H 4.46759 0.17553 -1.06924 0.000
H 0.87188 0.28981 -3.74907 0.000
H -0.70000 -1.56576 -3.54223 0.000
H -0.92575 -3.90736 -2.36526 -0.001
H -2.07274 -2.87006 -1.54607 -0.001
H -0.93334 -3.83638 -0.59296 0.000
H 0.90487 -2.55368 0.26937 0.001
H 2.61741 -0.79441 -0.00887 0.003
O -1.49783 3.65240 2.26150 -0.002
P -1.15042 2.46738 1.31175 0.006
O 0.27138 2.56762 0.79302 -0.009
O -1.22563 1.09524 1.96529 -0.020
O -2.20208 2.54898 0.14405 0.001
P -2.45033 1.13314 -0.74763 0.007
O -3.20536 0.23681 0.32158 0.003
O -3.16553 1.40042 -1.97050 -0.002
O -1.02503 0.56803 -0.82107 0.052
H -2.29803 4.13155 2.04297 0.000
H -2.77529 0.26634 1.18752 0.000
C 2.44562 1.30363 4.14571 -0.001
C 1.95422 1.41726 2.85648 0.008
N 1.42441 0.37992 2.20513 -0.010
C 1.36426 -0.79333 2.83230 0.012
C 1.83183 -1.01633 4.12487 -0.001
C 2.40531 0.07784 4.78331 0.010
C 1.81966 -2.31909 4.77715 0.000
C 0.94683 -3.33626 4.70018 -0.001
C -0.35090 -3.42355 4.04832 0.000
C -1.16290 -4.54408 4.27496 0.000
C -2.41330 -4.54460 3.67797 0.000
N -2.82905 -3.53844 2.92788 0.000
C -2.00213 -2.52712 2.75694 0.000
N -0.79552 -2.43273 3.27240 0.000
H 2.86005 2.16702 4.63974 0.000
H 1.98266 2.35753 2.32448 0.000
H 0.91800 -1.60508 2.28152 0.002
H 2.78935 -0.02365 5.78755 0.000
H 2.65188 -2.44732 5.46037 0.000
H 1.17438 -4.21825 5.28363 0.000
H -0.83795 -5.37208 4.88088 0.000
H -3.10376 -5.36876 3.79953 0.000
H -2.33608 -1.70968 2.12965 0.000

---

| no. | DFT total energy (a.u.) |
| --- | --- |
| 1 | -682.33497 |
| 2 | -716.88194 |
| 3 | -3233.46332 |